Version A
{"formula": "C3H7NO3", "method": "wB97M-V/def2-TZVPD", "symbols": ["C", "C", "N", "C", "O", "O", "O", "H", "H", "H", "H", "H", "H", "H"], "coordinates": [[-1.271, -0.768, 0.847], [0.852, -0.576, -1.357], [1.156, 0.548, -0.603], [0.315, 1.208, 0.185], [0.939, 1.917, 1.193], [-1.731, -1.615, -0.086], [-0.936, 0.903, 0.301], [0.265, 2.455, 1.625], [-0.954, -1.935, -0.577], [2.129, 0.803, -0.483], [-0.339, -1.053, 1.333], [-2.080, -0.454, 1.498], [-0.042, -0.479, -1.964], [1.696, -0.955, -1.913]], "homo_ev": [-6.295, -6.296], "gap_ev": [6.89, 6.89]}


Version B
{"formula": "C3H7NO3", "method": "wB97M-V/def2-TZVPD", "symbols": ["C", "C", "N", "C", "O", "O", "O", "H", "H", "H", "H", "H", "H", "H"], "coordinates": [[0.439, -0.771, -0.104], [-0.652, 0.302, -0.009], [-0.167, 1.644, 0.236], [-1.628, -0.127, 1.090], [1.508, -0.627, 0.657], [1.321, -0.418, -1.505], [-2.172, -1.200, 1.111], [2.023, -0.373, -0.448], [1.498, -1.215, -2.025], [0.045, -1.784, -0.254], [-1.224, 0.279, -0.940], [0.576, 1.614, 0.929], [0.227, 2.037, -0.610], [-1.795, 0.639, 1.872]], "homo_ev": -9.698, "gap_ev": 10.19}


Version C
{"formula": "C3H7NO3", "method": "wB97M-V/def2-TZVPD", "symbols": ["C", "C", "C", "H", "H", "H", "H", "H", "H", "H", "N", "O", "O", "O"], "coordinates": [[-2.237, 0.020, 0.040], [-0.078, -0.620, -0.120], [1.550, 1.100, -0.034], [-2.340, -0.247, 1.079], [-2.848, 0.923, -0.157], [-2.581, -0.922, -0.525], [0.692, 1.725, -0.147], [2.319, 1.428, -0.730], [1.928, 1.194, 1.002], [1.555, -1.880, 0.165], [1.213, -0.226, -0.362], [-0.910, 0.401, -0.164], [-0.446, -1.819, -0.149], [2.183, -1.076, 0.102]], "homo_ev": -9.206, "smiles": "COC(=O)N(C)O", "gap_ev": 9.94}


Version D
{"formula": "C3H7NO3", "method": "wB97M-V/def2-TZVPD", "symbols": ["O", "C", "N", "C", "O", "C", "H", "H", "H", "H", "H", "H", "H", "O"], "coordinates": [[-0.735, 1.902, -0.422], [-0.276, 0.864, -0.848], [0.048, -0.108, 0.114], [0.729, -1.232, -0.218], [0.964, -2.200, 0.472], [0.085, 0.794, -2.302], [-0.198, 0.352, 1.010], [0.812, -1.410, -1.295], [0.953, 0.158, -2.514], [0.613, 1.730, -2.503], [-0.650, 0.686, -3.088], [-1.076, -0.707, 2.306], [-1.213, 0.416, 3.391], [-0.633, 0.025, 2.743]], "homo_ev": -10.157, "smiles": "CC(=O)NC=O.O", "gap_ev": 10.81}


Least stable structure: version A